No. 1
Density functional theory data (ωB97M-V with the def2-TZVPD basis set) for an isolated ion of composition C6H10N and charge +1.

Cartesian coordinates (Å):
C (2.0267, 1.1299, -0.1841)
N (0.5988, 0.9159, 0.1041)
C (-0.0069, -0.2515, 0.1705)
C (0.7787, -1.5286, 0.3140)
C (-1.4617, -0.5550, -0.0280)
C (-2.4921, 0.3366, -0.7062)
C (-2.5390, 0.4253, 0.5452)
H (2.1460, 2.1700, -0.2897)
H (2.6566, 0.8294, 0.7293)
H (2.2919, 0.6363, -1.1500)
H (0.1558, 1.7954, -0.0913)
H (1.4164, -1.5241, 1.1803)
H (1.5565, -1.5835, -0.4941)
H (0.0913, -2.3082, 0.1086)
H (-1.5541, -1.5736, 0.1488)
H (-2.5008, 0.5154, -1.7519)
H (-3.1640, 0.5704, 1.3944)

* structure (SMILES): C/[NH+]=C(\C)C1C=C1
* frontier orbital gap: 10.59 eV
* HOMO level: -14.71 eV
* ΔE to the lowest compared entry with this formula, charge and spin: 193.3 kJ/mol
* net charge: +1
* F_max: 0.070 hartree/bohr

No. 2
Density functional theory data (ωB97M-V with the def2-TZVPD basis set) for one molecule with the formula C18H21FN2O2.

Cartesian coordinates (Å):
C (-0.2082, -3.2251, 2.9490)
C (-1.1688, -2.0430, 2.9933)
C (-0.4530, -0.7160, 3.3042)
C (0.1008, -0.6668, 4.7363)
C (1.6239, -0.6534, 4.7756)
C (-1.4544, 0.4059, 3.0588)
O (-2.0061, 0.9995, 3.9615)
C (-1.7457, 0.7164, 1.6563)
C (-2.7365, 1.6051, 1.2557)
N (-2.7415, 1.6628, -0.0797)
C (-1.7751, 0.8386, -0.5889)
C (-1.6303, 0.7716, -2.0477)
O (-2.3493, 1.4308, -2.7831)
N (-0.6808, -0.0785, -2.5046)
C (-0.3674, -0.1954, -3.9141)
C (0.9006, 0.5447, -4.2569)
C (0.9169, 1.9341, -4.1921)
C (2.0722, 2.6400, -4.4687)
C (3.2128, 1.9362, -4.8129)
F (4.3455, 2.6163, -5.0863)
C (3.2263, 0.5559, -4.8848)
C (2.0613, -0.1349, -4.5998)
C (-1.1373, 0.2353, 0.4727)
H (0.2852, -3.3636, 3.9071)
H (-0.7491, -4.1381, 2.7099)
H (0.5554, -3.0705, 2.1889)
H (-1.6795, -1.9620, 2.0307)
H (-1.9312, -2.2156, 3.7558)
H (0.3701, -0.5931, 2.5942)
H (-0.2805, 0.2339, 5.2227)
H (-0.2702, -1.5183, 5.3086)
H (1.9741, -0.6190, 5.8049)
H (2.0131, 0.2199, 4.2559)
H (2.0347, -1.5448, 4.3055)
H (-3.4100, 2.1676, 1.8707)
H (-3.3426, 2.2104, -0.6782)
H (-0.0558, -0.5162, -1.8484)
H (-0.2795, -1.2536, -4.1754)
H (-1.2152, 0.2423, -4.4488)
H (0.0125, 2.4604, -3.9266)
H (2.0988, 3.7172, -4.4255)
H (4.1338, 0.0411, -5.1578)
H (2.0572, -1.2139, -4.6533)
H (-0.3271, -0.4642, 0.4154)

* structure (SMILES): CCC(CC)C(=O)c1c[nH]c(C(=O)NCc2ccc(F)cc2)c1
* frontier orbital gap: 9.42 eV
* HOMO level: -8.91 eV
* ΔE to the lowest compared entry with this formula, charge and spin: 6.7 kJ/mol
* net charge: 0
* F_max: 0.013 hartree/bohr

No. 3
Density functional theory data (ωB97M-V with the def2-TZVPD basis set) for C13H12ClN3OSr as an isolated structure.

Cartesian coordinates (Å):
Sr (-0.0327, 0.3750, -1.4111)
O (1.7609, -0.2648, 2.7046)
C (1.3533, -0.4469, 1.5512)
N (0.1670, -0.1280, 1.0372)
C (-0.6983, 0.5030, 2.0056)
C (-2.0029, 0.9637, 1.4041)
C (-3.0984, 1.1972, 2.2335)
C (-4.2786, 1.6673, 1.6958)
C (-4.3514, 1.8952, 0.3276)
C (-3.2304, 1.6344, -0.4315)
N (-2.0793, 1.1787, 0.0828)
C (2.3112, -1.1185, 0.5760)
C (3.4239, -1.7772, 1.0819)
C (4.2986, -2.3915, 0.2052)
C (4.0493, -2.3196, -1.1581)
C (2.9296, -1.6303, -1.5819)
N (2.0724, -1.0441, -0.7407)
H (-0.2155, 1.3773, 2.4670)
H (-0.9200, -0.1598, 2.8509)
H (-3.0070, 1.0032, 3.2940)
H (-5.1356, 1.8512, 2.3310)
H (-5.2538, 2.2616, -0.1403)
H (-3.2371, 1.7918, -1.5043)
H (3.5673, -1.7787, 2.1525)
H (5.1686, -2.9179, 0.5761)
H (4.7082, -2.7810, -1.8801)
H (2.6971, -1.5353, -2.6369)
Cl (-1.2160, 1.7147, -3.6624)
C (0.0380, 0.3260, -4.0423)
H (0.7542, 0.8605, -4.6711)
H (-0.5427, -0.3076, -4.7164)

* frontier orbital gap: 7.98 eV
* HOMO level: -7.91 eV
* ΔE to the lowest compared entry with this formula, charge and spin: 0.0 kJ/mol
* net charge: 0
* F_max: 0.004 hartree/bohr

No. 4
Density functional theory data (ωB97M-V with the def2-TZVPD basis set) for a 2-piece molecular cluster, C2H5NO overall.

Cartesian coordinates (Å):
C (-0.1004, 1.3139, -0.2152)
C (0.6228, -1.0807, -0.0241)
N (-0.4033, 0.1010, 0.0434)
O (-1.5577, -0.2496, 0.2748)
H (-1.7557, 2.2432, 0.1229)
H (0.9059, 1.8246, -0.0776)
H (0.6972, -1.3348, -1.1059)
H (1.5330, -0.9776, 0.6466)
H (0.0582, -1.8400, 0.3352)

* frontier orbital gap (spin up / spin down): 8.71 / 8.71 eV
* HOMO level (spin up / spin down): -8.90 / -8.90 eV
* ΔE to the lowest compared entry with this formula, charge and spin: 724.6 kJ/mol
* net charge: 0
* F_max: 0.084 hartree/bohr

No. 5
Density functional theory data (ωB97M-V with the def2-TZVPD basis set) for an isolated ion of composition C4H10NO2 and charge -1.

Cartesian coordinates (Å):
C (0.0551, 0.4527, -1.6856)
C (-0.2427, 1.0231, -0.2926)
O (-1.6471, 1.2002, -0.1495)
C (0.2819, 0.1563, 0.8473)
N (1.7029, -0.1630, 0.7939)
C (-0.5333, -1.2015, 1.0317)
O (-0.4109, -2.0761, 0.0361)
H (1.1074, 0.1709, -1.7175)
H (-0.6115, -0.3967, -1.8388)
H (-0.1834, 1.1969, -2.4526)
H (0.1057, 2.0587, -0.2623)
H (-2.0243, 0.3118, -0.0778)
H (0.1144, 0.6781, 1.7969)
H (2.1054, 0.1389, -0.0803)
H (1.9339, -1.1526, 0.7996)
H (-0.1589, -1.5228, 2.0448)
H (-1.5945, -0.8747, 1.2067)

* structure (SMILES): C[C@@H](O)[C@H](N)C[O-]
* frontier orbital gap: 6.73 eV
* HOMO level: -2.59 eV
* ΔE to the lowest compared entry with this formula, charge and spin: 259.7 kJ/mol
* net charge: -1
* F_max: 0.030 hartree/bohr

No. 6
Density functional theory data (ωB97M-V with the def2-TZVPD basis set) for a 2-piece molecular cluster, C7H5N3OS overall.

Cartesian coordinates (Å):
C (2.4473, 0.6151, -0.7320)
C (-3.0328, -0.8754, -1.4063)
C (3.2906, 0.3231, 0.3156)
C (-3.5378, 0.4260, -1.2210)
C (1.2040, -0.0159, 0.8656)
C (-1.6167, -0.2439, 0.1578)
C (0.0476, -0.3119, 1.6165)
N (1.1441, 0.4348, -0.3640)
N (-1.8715, -1.1663, -0.6954)
N (2.5132, -0.0759, 1.3344)
O (-0.1555, -0.7093, 2.7165)
S (-2.6523, 1.1545, 0.0487)
H (2.7937, 0.9567, -1.7305)
H (-3.3269, -1.7403, -2.0376)
H (4.2917, 0.3723, 0.5084)
H (-4.4714, 0.9223, -1.6257)
H (2.9325, -0.0659, 2.2490)

* expectation value of S²: 2.02
* frontier orbital gap (spin up / spin down): 4.60 / 3.99 eV
* HOMO level (spin up / spin down): -4.87 / -8.07 eV
* ΔE to the lowest compared entry with this formula, charge and spin: 125.5 kJ/mol
* spin multiplicity: 3
* net charge: 0
* F_max: 0.086 hartree/bohr

No. 7
Density functional theory data (ωB97M-V with the def2-TZVPD basis set) for C4H23B3NOSn as an isolated structure.

Cartesian coordinates (Å):
Sn (0.9176, -1.1609, 2.2113)
B (2.8059, 1.4833, 1.8611)
H (3.5203, 1.3356, 0.9680)
H (2.9477, 0.7815, 2.7705)
H (2.9511, 2.5868, 2.1360)
H (1.7316, 1.3280, 1.4605)
B (-1.3106, -3.2453, 1.9595)
H (-1.6353, -2.3369, 1.3250)
H (-2.1572, -4.0157, 1.9871)
H (-0.3340, -3.6779, 1.5177)
H (-1.1208, -2.8740, 3.0386)
B (-0.5857, 1.4845, 3.3681)
H (-1.4962, 2.1066, 3.6814)
H (0.4252, 1.7916, 3.8125)
H (-0.8499, 0.4014, 3.7153)
H (-0.4202, 1.4609, 2.2254)
C (-1.1324, 0.1604, -0.5368)
C (0.0204, -0.4750, -1.3359)
C (0.1762, 0.0355, -2.8190)
O (-1.1074, -0.0284, -3.4010)
C (-1.2557, 0.6765, -4.5934)
N (1.2298, -0.4182, -0.5506)
H (-0.6427, 1.0126, -0.0492)
H (-1.5410, -0.4386, 0.2750)
H (-1.9212, 0.6131, -1.1335)
H (-0.3506, -1.4922, -1.5039)
H (0.9171, -0.4767, -3.4363)
H (0.4409, 1.0918, -2.6690)
H (-2.2903, 0.5743, -4.9094)
H (-0.5218, 0.3429, -5.3404)
H (-0.9567, 1.7256, -4.4595)
H (2.0161, -0.9092, -0.9680)
H (1.5297, 0.5560, -0.6070)

* frontier orbital gap: 7.42 eV
* HOMO level: -5.98 eV
* ΔE to the lowest compared entry with this formula, charge and spin: 58.9 kJ/mol
* net charge: -1
* F_max: 0.063 hartree/bohr

No. 8
Density functional theory data (ωB97M-V with the def2-TZVPD basis set) for a 13-piece molecular cluster, C50H140N12O2 overall.

Cartesian coordinates (Å):
N (-24.7982, -19.5893, -18.8579)
H (-24.4214, -20.5395, -18.4397)
H (-25.7586, -19.5067, -18.5168)
H (-24.8547, -19.7263, -19.8660)
H (-24.1903, -18.7102, -18.6382)
N (-20.9252, -24.0290, -22.3496)
H (-21.5914, -23.8490, -21.5288)
H (-20.8779, -23.3467, -23.1013)
H (-21.2593, -24.9015, -22.7829)
H (-19.9427, -24.3110, -21.9444)
N (-24.8571, -22.7417, -21.7504)
H (-24.5183, -22.8592, -22.7036)
H (-25.6970, -23.3966, -21.5650)
H (-25.1263, -21.7747, -21.5951)
H (-24.0216, -23.0198, -21.1067)
N (-21.3897, -21.3414, -19.1100)
H (-21.5359, -20.5817, -19.7596)
H (-21.5067, -22.2877, -19.5839)
H (-22.2220, -21.4264, -18.4344)
H (-20.4092, -21.2641, -18.6010)
O (-23.8793, -21.9635, -17.9952)
C (-24.1354, -23.2798, -18.2925)
C (-23.1269, -24.0715, -19.0894)
O (-22.6168, -23.5558, -20.2713)
H (-25.1139, -23.3780, -18.8268)
H (-24.2770, -23.8545, -17.3582)
H (-23.5563, -25.0877, -19.2041)
H (-22.2509, -24.2955, -18.4404)
C (-19.4903, -25.5228, -19.2662)
C (-18.4252, -24.8150, -20.1074)
N (-18.4474, -25.1569, -21.5478)
C (-18.3367, -26.6138, -21.7276)
C (-18.4950, -27.0537, -23.1797)
C (-17.2831, -24.4853, -22.2014)
C (-17.4798, -22.9977, -22.3993)
H (-19.3200, -26.5926, -19.1615)
H (-20.4908, -25.3589, -19.6799)
H (-19.4828, -25.1021, -18.2592)
H (-18.6678, -23.7493, -20.0015)
H (-17.4154, -24.9315, -19.6894)
H (-17.3546, -26.9554, -21.3600)
H (-19.1061, -27.1235, -21.1577)
H (-19.4427, -26.6146, -23.5397)
H (-17.7032, -26.7598, -23.8567)
H (-18.7072, -28.1181, -23.2597)
H (-17.0580, -24.9571, -23.1521)
H (-16.3991, -24.6358, -21.5619)
H (-16.6075, -22.5928, -22.9219)
H (-17.6247, -22.4409, -21.4777)
H (-18.2777, -22.7307, -23.1062)
C (-22.6616, -18.4617, -16.1640)
C (-22.4066, -17.4654, -17.2599)
N (-23.6270, -17.1456, -17.9979)
C (-24.6818, -16.5219, -17.1936)
C (-24.2526, -15.2810, -16.4394)
C (-23.2731, -16.4040, -19.2268)
C (-24.4421, -16.1179, -20.1812)
H (-23.0037, -19.4239, -16.5628)
H (-23.3746, -18.1076, -15.4223)
H (-21.7467, -18.7016, -15.6282)
H (-21.8690, -16.5567, -16.9508)
H (-21.7222, -17.8943, -18.0059)
H (-25.0868, -17.2907, -16.5327)
H (-25.5137, -16.2780, -17.8520)
H (-23.7553, -14.5425, -17.0615)
H (-23.5499, -15.5319, -15.6388)
H (-25.1194, -14.8716, -15.9217)
H (-22.8302, -15.4396, -18.9400)
H (-22.5600, -16.9992, -19.8017)
H (-24.0242, -15.4842, -20.9648)
H (-24.7522, -17.0360, -20.6904)
H (-25.2843, -15.6221, -19.7181)
C (-20.3067, -21.5767, -12.5846)
C (-21.6770, -21.9232, -11.9578)
N (-22.2007, -23.2194, -12.2790)
C (-21.4483, -24.3114, -11.6602)
C (-21.3699, -24.2060, -10.1428)
C (-22.4191, -23.4083, -13.7009)
C (-23.2791, -24.6279, -14.0034)
H (-19.5799, -22.2809, -12.1647)
H (-20.0032, -20.5762, -12.2869)
H (-20.3493, -21.7220, -13.6593)
H (-21.6579, -21.7642, -10.8829)
H (-22.3966, -21.1720, -12.3163)
H (-21.9170, -25.2684, -11.8898)
H (-20.4269, -24.3402, -12.0910)
H (-20.8506, -25.1059, -9.7832)
H (-20.6924, -23.4269, -9.7898)
H (-22.3426, -24.1825, -9.6625)
H (-21.4458, -23.5201, -14.2329)
H (-22.8858, -22.4973, -14.0936)
H (-22.6981, -25.5211, -13.7549)
H (-23.6324, -24.7144, -15.0274)
H (-24.1347, -24.6460, -13.3193)
C (-29.0067, -27.9663, -19.4392)
C (-28.1261, -27.4829, -18.3030)
N (-28.5622, -26.2298, -17.7083)
C (-27.5643, -25.6189, -16.8247)
C (-27.0846, -26.5015, -15.6958)
C (-29.9082, -26.3355, -17.1523)
C (-30.4372, -25.0670, -16.5144)
H (-29.3859, -27.1680, -20.0841)
H (-29.9072, -28.4470, -19.0562)
H (-28.4546, -28.6577, -20.0766)
H (-28.0871, -28.2550, -17.5161)
H (-27.1063, -27.3137, -18.6639)
H (-26.7549, -25.3026, -17.4979)
H (-27.9900, -24.6830, -16.4639)
H (-26.2595, -26.0226, -15.1584)
H (-27.8713, -26.7757, -14.9974)
H (-26.6148, -27.4141, -16.0723)
H (-29.9446, -27.1940, -16.4514)
H (-30.5861, -26.5953, -17.9704)
H (-29.8778, -24.8290, -15.6046)
H (-31.4627, -25.2004, -16.1736)
H (-30.3852, -24.2236, -17.2033)
C (-17.6651, -27.8864, -17.6500)
C (-19.1173, -27.8133, -17.2352)
N (-19.3681, -26.8103, -16.2176)
C (-20.7819, -26.4941, -16.0825)
C (-21.7055, -27.5722, -15.5195)
C (-18.6881, -27.0762, -14.9745)
C (-18.9446, -26.0427, -13.8902)
H (-17.5525, -28.6423, -18.4346)
H (-17.0681, -28.2760, -16.8271)
H (-17.3004, -26.9368, -18.0307)
H (-19.7187, -27.5471, -18.1141)
H (-19.5155, -28.8043, -16.9528)
H (-20.8440, -25.5544, -15.5254)
H (-21.1549, -26.2693, -17.0895)
H (-21.5776, -28.4932, -16.0841)
H (-21.5705, -27.8105, -14.4623)
H (-22.7423, -27.2524, -15.6484)
H (-17.6084, -27.1189, -15.1365)
H (-18.9319, -28.0934, -14.6053)
H (-20.0020, -25.9479, -13.6517)
H (-18.5541, -25.0695, -14.2103)
H (-18.3683, -26.2731, -12.9948)
C (-18.3594, -20.0237, -15.5905)
C (-19.3650, -20.5727, -16.5925)
N (-18.8062, -21.1921, -17.8159)
C (-18.0700, -22.4602, -17.5261)
C (-18.9009, -23.5659, -16.9199)
C (-17.9234, -20.3086, -18.5837)
C (-18.6111, -19.0509, -19.0932)
H (-17.6090, -19.3721, -16.0348)
H (-17.8417, -20.8183, -15.0526)
H (-18.8690, -19.4101, -14.8439)
H (-20.0433, -21.2845, -16.1235)
H (-20.0195, -19.7603, -16.9156)
H (-17.2219, -22.1762, -16.8878)
H (-17.6798, -22.8222, -18.4810)
H (-18.3066, -24.4646, -16.7916)
H (-19.7969, -23.7665, -17.5110)
H (-19.2372, -23.2582, -15.9265)
H (-17.0376, -19.9839, -18.0224)
H (-17.5445, -20.8878, -19.4277)
H (-19.2979, -19.2552, -19.9168)
H (-19.0966, -18.5190, -18.2736)
H (-17.8958, -18.3035, -19.4436)
C (-27.8702, -23.4328, -19.9689)
C (-27.4213, -24.7067, -20.6434)
N (-27.0455, -24.5631, -22.0807)
C (-26.6735, -25.8943, -22.6114)
C (-25.5785, -26.5737, -21.8214)
C (-28.1946, -24.0555, -22.8614)
C (-27.7213, -23.4383, -24.1584)
H (-28.9099, -23.2025, -20.1918)
H (-27.2715, -22.5640, -20.2677)
H (-27.7889, -23.5520, -18.8904)
H (-26.5918, -25.1472, -20.0843)
H (-28.1884, -25.4971, -20.6131)
H (-27.6034, -26.4759, -22.6525)
H (-26.2878, -25.7449, -23.6193)
H (-24.7058, -25.9382, -21.6299)
H (-25.8906, -26.9307, -20.8386)
H (-25.2650, -27.4530, -22.3875)
H (-28.6222, -23.2385, -22.2831)
H (-28.9568, -24.8351, -22.9686)
H (-27.1594, -24.1284, -24.7950)
H (-27.0409, -22.6040, -23.9568)
H (-28.5123, -23.0529, -24.8021)
C (-21.2979, -28.5413, -21.7267)
C (-20.9240, -29.4550, -20.5858)
N (-22.0301, -30.1828, -19.9987)
C (-23.2200, -29.4287, -19.6997)
C (-23.1186, -28.4463, -18.5292)
C (-21.5655, -31.0765, -18.9663)
C (-22.5921, -32.1363, -18.5716)
H (-21.4333, -29.1045, -22.6626)
H (-20.5202, -27.8254, -22.0080)
H (-22.2225, -27.9881, -21.5823)
H (-20.1572, -30.1458, -20.9190)
H (-20.5556, -28.7804, -19.7900)
H (-23.5364, -28.9041, -20.6023)
H (-24.0594, -30.1113, -19.5384)
H (-23.9970, -27.8274, -18.3568)
H (-22.9389, -29.0142, -17.6141)
H (-22.2367, -27.8048, -18.6403)
H (-21.1342, -30.5707, -18.0730)
H (-20.7006, -31.6400, -19.3380)
H (-23.5220, -31.7324, -18.1650)
H (-22.1832, -32.7973, -17.8113)
H (-22.8523, -32.6614, -19.4917)

* frontier orbital gap: 6.27 eV
* HOMO level: -11.19 eV
* net charge: +2
* F_max: 0.044 hartree/bohr